{
  "formula": "C6H12",
  "method": "ωB97M-V/def2-TZVPD",
  "species": ["C", "C", "C", "C", "H", "H", "H", "H", "H", "H", "H", "H", "C", "C", "H", "H", "H", "H"],
  "positions_angstrom": [[-1.6405, 1.6738, -0.7650], [-0.5569, 0.6449, -0.8754], [-0.7321, -0.6627, -0.7097], [0.3275, -1.6986, -0.9261], [-2.5771, 1.2215, -0.4224], [-1.8239, 2.1362, -1.7427], [-1.3743, 2.4823, -0.0726], [0.4428, 1.0107, -1.1193], [-1.7198, -1.0348, -0.4315], [0.1219, -2.2118, -1.8710], [0.3387, -2.4603, -0.1373], [1.3270, -1.2558, -0.9907], [1.8015, -0.4160, 1.5937], [0.8352, 0.4718, 1.7885], [1.6676, -1.4653, 1.8446], [2.7468, -0.1427, 1.1314], [-0.1308, 0.1904, 2.2004], [0.9462, 1.5163, 1.5051]],
  "forces_ev_per_a": [[-0.080, 0.028, 0.008], [-0.047, -0.213, -0.063], [-0.050, 0.191, -0.120], [0.025, -0.035, -0.078], [0.122, 0.077, -0.056], [-0.002, -0.010, 0.152], [-0.011, -0.132, -0.085], [-0.159, -0.074, -0.031], [0.075, 0.091, -0.078], [0.098, -0.092, 0.068], [-0.037, 0.159, -0.094], [-0.198, -0.032, -0.008], [-0.075, 0.112, 0.105], [0.168, -0.097, 0.046], [0.044, 0.169, 0.024], [-0.098, 0.000, 0.132], [0.185, 0.020, 0.007], [0.040, -0.160, 0.071]],
  "mulliken_charge": [-1.1518, -0.0589, 0.0048, -1.1961, 0.3067, 0.3222, 0.2752, 0.3373, 0.2671, 0.3633, 0.2741, 0.2751, -0.5591, -0.4844, 0.2666, 0.2674, 0.2539, 0.2364],
  "e_lumo_ha": 0.047,
  "homo_lumo_gap_ev": 10.130,
  "total_energy_ev": -6415.0022,
  "smiles": "C/C=C/C.C=C",
  "spin_multiplicity": 1
}